one) This record from the OMol25 dataset describes a 2-piece molecular cluster, CH4O2P overall. The level of theory is ωB97M-V/def2-TZVPD.

Each atom is followed by the atoms it is bonded to, with distances in Å.
Geometry (Å):
1 C -0.36 0.20 2.11  P4 1.731, H6 1.068, H7 1.150
2 O 0.14 0.14 -2.72  H5 1.001, H8 1.033
3 O 0.30 -0.55 -0.34  P4 1.546
4 P -0.08 0.71 0.48  C1 1.731, O3 1.546
5 H 0.86 -0.43 -3.12  O2 1.001
6 H -0.61 -0.79 2.41  C1 1.068
7 H -0.39 0.98 2.95  C1 1.150
8 H 0.14 -0.26 -1.77  O2 1.033

Results
Highest occupied orbital energy: -0.122 hartree
Total charge: -1
Orbital gap: 8.011 eV

two) This record from the OMol25 dataset describes an isolated ion of composition CH4O2P and charge -1. The level of theory is ωB97M-V/def2-TZVPD.

Each atom is followed by the atoms it is bonded to, with distances in Å.
Geometry (Å):
1 C -0.92 0.41 -0.12  P2 1.942, H5 1.094, H6 1.126, H7 1.155
2 P 1.00 0.32 -0.33  C1 1.942, O3 1.626, O4 1.678
3 O 1.37 1.07 1.06  P2 1.626
4 O 1.12 -1.28 0.14  P2 1.678, H8 0.938
5 H -1.20 -0.62 -0.34  C1 1.094
6 H -1.52 1.14 -0.74  C1 1.126
7 H -0.89 0.72 0.99  C1 1.155
8 H 1.04 -1.76 -0.66  O4 0.938

Results
Highest occupied orbital energy: -0.093 hartree
Structure (SMILES): CP([O-])O
Total charge: -1
Orbital gap: 7.096 eV

If you had to bet on the most stable structure above, which would it be? Bet on two).